# C42H46F2N3O18S4

C42H46F2N3O18S4 as an isolated structure (the ωB97M-V functional and the def2-TZVPD basis, OMol25).

Its spin multiplicity is 1. The charge is +1. For the LUMO energy, the calculation gives -4.4 eV. The value obtained for the HOMO energy is -11.9 eV. The orbital gap comes out at 7.5 eV.

CARTESIAN COORDINATES (ANGSTROEM)
C (11.58180, 26.08616, 12.72895)
N (12.23284, 25.02538, 11.95991)
C (11.84486, 24.80512, 10.64525)
C (12.45899, 23.85942, 9.89434)
C (13.46130, 23.09880, 10.46406)
C (13.94369, 23.45920, 11.69920)
C (13.30170, 24.42909, 12.43494)
C (13.85655, 21.82673, 9.73282)
C (15.11316, 21.24301, 9.82550)
C (15.33489, 19.96873, 9.34421)
N (14.36189, 19.26373, 8.78977)
C (13.12750, 19.81102, 8.63474)
C (12.84616, 21.07510, 9.09911)
C (14.54278, 17.86983, 8.33421)
H (10.80444, 25.59686, 13.32580)
H (11.19464, 26.83375, 12.01312)
H (12.30530, 26.61117, 13.35847)
H (10.96710, 25.40781, 10.32978)
H (11.98257, 23.75150, 8.95409)
H (14.76490, 22.94913, 12.13860)
H (13.71254, 24.74188, 13.39632)
H (16.01685, 21.79751, 10.04933)
H (16.30440, 19.48768, 9.47671)
H (12.35671, 19.18583, 8.14980)
H (11.81437, 21.38028, 8.91858)
H (13.85795, 17.20192, 8.82698)
H (15.57322, 17.51384, 8.58389)
H (14.32145, 17.82817, 7.23480)
N (14.21577, 18.60750, 11.78847)
S (15.11728, 17.39912, 12.51582)
O (14.30104, 16.49072, 13.26739)
O (16.43620, 17.88007, 12.80543)
F (15.30363, 16.46474, 11.13549)
S (13.31416, 19.39186, 12.74809)
O (13.17736, 20.73359, 12.20265)
O (13.38526, 19.11436, 14.21085)
F (11.84621, 18.74062, 12.33627)
C (17.51384, 21.42861, 13.94592)
C (17.21567, 20.87216, 12.76582)
C (18.21068, 20.71387, 11.78725)
O (17.89251, 20.68557, 10.62749)
C (19.61202, 20.84328, 12.05111)
C (19.91771, 21.58323, 13.14882)
C (18.86634, 22.13808, 14.15005)
O (19.11276, 23.08891, 14.91817)
H (16.77494, 21.72962, 14.65113)
H (16.29010, 20.52864, 12.40258)
H (20.28048, 20.54403, 11.29604)
H (20.91734, 21.93880, 13.30149)
C (8.48447, 20.50815, 13.62172)
C (8.85628, 21.77341, 13.47043)
C (10.09598, 22.39343, 13.94493)
O (10.37830, 23.57860, 13.68580)
C (10.92908, 21.50210, 14.76273)
C (10.64692, 20.21749, 14.95242)
C (9.35472, 19.64168, 14.49021)
O (9.04187, 18.46281, 14.65218)
H (7.60331, 20.03661, 13.23595)
H (8.22883, 22.39894, 12.87487)
H (11.85999, 21.91020, 15.12282)
H (11.28682, 19.48184, 15.44991)
C (9.32625, 20.34697, 10.35821)
C (8.96631, 19.12997, 9.93664)
C (8.29354, 18.85206, 8.65940)
O (8.10835, 17.70594, 8.29207)
C (7.91710, 20.01249, 7.81853)
C (8.28916, 21.25156, 8.13223)
C (9.19088, 21.47008, 9.37517)
O (9.86847, 22.48082, 9.50691)
H (9.82738, 20.51313, 11.29502)
H (9.19802, 18.36689, 10.64720)
H (7.28467, 19.82436, 6.96324)
H (8.05932, 22.15678, 7.61796)
C (9.45552, 14.54597, 10.13365)
C (9.93408, 15.56425, 9.33794)
C (11.14412, 16.30942, 9.63579)
O (11.49394, 17.28538, 8.97432)
C (11.83193, 15.96791, 10.83826)
C (11.38195, 15.04946, 11.68654)
C (10.19127, 14.22348, 11.39854)
O (9.79425, 13.33270, 12.16965)
H (8.59397, 13.90132, 9.84207)
H (9.43748, 15.77558, 8.37916)
H (12.68260, 16.55514, 11.15033)
H (11.90925, 14.85307, 12.59048)
O (10.65180, 16.50826, 18.93899)
S (10.37234, 16.99810, 17.62806)
O (11.21959, 18.03281, 17.09540)
O (10.23130, 15.89623, 16.57484)
C (11.31205, 14.84640, 16.53931)
C (12.54777, 15.27056, 15.84620)
C (8.78355, 17.67633, 17.59381)
H (10.73616, 13.99120, 16.13354)
H (11.65534, 14.65022, 17.55032)
H (12.24265, 15.54578, 14.84853)
H (13.19434, 14.40547, 15.87631)
H (13.04532, 16.13704, 16.21125)
H (8.83356, 18.52444, 18.30147)
H (8.12268, 16.92708, 18.03641)
H (8.64296, 17.90342, 16.55984)
O (17.28281, 12.30760, 7.38980)
S (16.86694, 10.98942, 7.81747)
O (17.69765, 10.16248, 8.62778)
O (15.42337, 11.00376, 8.44497)
C (14.91812, 12.17157, 9.17953)
C (13.99495, 13.16628, 8.42579)
C (16.49285, 10.05999, 6.35285)
H (15.73855, 12.82704, 9.56872)
H (14.31099, 11.67667, 9.94948)
H (14.65932, 13.64990, 7.71691)
H (13.80498, 13.76650, 9.29268)
H (13.14789, 12.59724, 8.01503)
H (15.70051, 10.55161, 5.77146)
H (16.12611, 9.08189, 6.67430)
H (17.49220, 9.97188, 5.91687)

Atoms 1-3, force components in eV/Å:
C -0.5 0.6 -0.1
N -0.3 1.0 -2.1
C -0.8 1.1 2.1



# C4H9N2O

An isolated ion of composition C4H9N2O and charge +1 (the ωB97M-V functional and the def2-TZVPD basis, OMol25).

Its spin multiplicity is 1. For the energy above the lowest of the compared OMol25 structures with the same formula, charge and spin, the calculation gives 74.4 kcal per mole. The charge is +1. For the LUMO energy, the calculation gives -3.3 eV. The value obtained for the HOMO energy is -14.6 eV. The orbital gap comes out at 11.2 eV.

CARTESIAN COORDINATES (ANGSTROEM)
C (1.63433, -0.62489, 0.03064)
N (1.25006, 0.70774, -0.35523)
C (0.20613, 1.31691, 0.40659)
C (-1.04289, 0.41668, 0.49269)
N (-1.33370, -0.34685, -0.73812)
C (-0.61925, -1.10057, 0.42832)
O (0.53822, -1.66173, 0.16486)
H (2.40511, -1.04066, -0.69945)
H (1.98602, -0.53031, 1.04586)
H (0.99802, 0.80934, -1.32864)
H (-0.08426, 2.26721, -0.09529)
H (0.51532, 1.64874, 1.40509)
H (-2.03703, 0.68214, 0.81347)
H (-2.29342, -0.52834, -0.85394)
H (-0.71457, -0.30851, -1.52432)
H (-1.40809, -1.70689, 0.80746)

Atoms 1-3, force components in eV/Å:
C 0.9 0.1 -0.5
N -0.4 -1.2 -0.5
C -1.7 1.7 0.2



# C21H33AsN2O3PdS3Te

C21H33AsN2O3PdS3Te as an isolated structure (the ωB97M-V functional and the def2-TZVPD basis, OMol25).

Its spin multiplicity is 1. The charge is +2. For the LUMO energy (spin up / spin down), the calculation gives -6.6 / -6.6 eV. The value obtained for the HOMO energy (spin up / spin down) is -13.1 / -13.1 eV. The orbital gap (spin up / spin down) comes out at 6.5 / 6.5 eV.

CARTESIAN COORDINATES (ANGSTROEM)
Pd (0.31746, 1.00274, -0.65556)
C (-0.41404, 4.42117, 0.25234)
C (-1.15564, 3.70423, 1.36432)
S (-1.46856, 1.95615, 1.09086)
C (-2.98773, 1.93170, 0.11366)
C (-2.94032, 2.67340, -1.21928)
S (-1.57443, 2.11542, -2.27510)
C (-0.76136, 3.64884, -2.78946)
C (0.65422, 3.86014, -2.22466)
S (0.92207, 3.42215, -0.48551)
H (0.05785, 5.31651, 0.65917)
H (-1.07525, 4.72983, -0.54950)
H (-2.10111, 4.20072, 1.58748)
H (-0.55985, 3.71415, 2.27801)
H (-3.79312, 2.33764, 0.72727)
H (-3.17875, 0.86685, -0.03177)
H (-2.85347, 3.74754, -1.06964)
H (-3.86706, 2.48694, -1.76046)
H (-1.43122, 4.47080, -2.54645)
H (-0.68001, 3.61813, -3.87525)
H (0.93404, 4.90743, -2.35495)
H (1.39048, 3.25535, -2.75110)
O (-2.61204, -5.12465, 2.26645)
C (-2.09613, -4.15797, 3.15114)
C (-1.47914, -3.04501, 2.35072)
C (-0.89500, -1.95208, 2.98779)
C (-0.36863, -0.94027, 2.21385)
N (-0.38814, -0.94949, 0.87970)
C (-0.91949, -1.99972, 0.27021)
C (-1.48068, -3.06641, 0.96693)
C (-0.86932, -1.96505, -1.22374)
C (-1.36026, -3.01469, -1.98828)
C (-1.29199, -2.96386, -3.37122)
C (-1.88388, -4.07407, -4.20832)
O (-1.93683, -5.30413, -3.52366)
C (-0.68931, -1.85464, -3.94991)
C (-0.21534, -0.85550, -3.12802)
N (-0.31244, -0.88827, -1.79547)
H (-3.00202, -5.84621, 2.76906)
H (-1.33098, -4.58125, 3.81172)
H (-2.88011, -3.73280, 3.78786)
H (-0.86435, -1.88588, 4.06847)
H (0.08432, -0.06928, 2.67479)
H (-1.92121, -3.91289, 0.46525)
H (-1.79538, -3.88890, -1.52876)
H (-1.35602, -4.14736, -5.16229)
H (-2.91771, -3.80362, -4.43648)
H (-1.10001, -5.76876, -3.62439)
H (-0.58360, -1.76561, -5.02339)
H (0.26574, 0.01598, -3.55285)
C (5.52347, 0.44409, 0.96074)
As (3.90620, 0.65603, 1.94222)
C (3.63101, -0.89101, 3.00893)
C (4.04435, 2.19382, 3.04929)
O (2.54704, 0.87856, 0.88808)
H (6.35614, 0.34353, 1.65579)
H (5.67780, 1.31742, 0.32817)
H (5.45174, -0.45029, 0.34323)
H (4.53768, -1.08999, 3.57948)
H (3.41367, -1.73317, 2.35412)
H (2.79646, -0.72719, 3.68735)
H (4.91298, 2.10504, 3.70017)
H (3.14057, 2.28199, 3.64904)
H (4.14817, 3.06898, 2.41019)
Te (2.67844, 0.75676, -1.18837)

Atoms 1-3, force components in eV/Å:
Pd -1.4 1.4 -0.5
C 0.0 0.0 0.1
C 0.1 0.0 0.1



# H16O8

A 8-piece molecular cluster, H16O8 overall (the ωB97M-V functional and the def2-TZVPD basis, OMol25).

Its spin multiplicity is 1. For the energy above the lowest of the compared OMol25 structures with the same formula, charge and spin, the calculation gives 48.3 kcal per mole. The charge is 0. For the LUMO energy, the calculation gives -0.4 eV. The value obtained for the HOMO energy is -10.7 eV. The orbital gap comes out at 10.3 eV.

CARTESIAN COORDINATES (ANGSTROEM)
O (1.74642, -2.55883, 0.30417)
H (2.35490, -2.47634, -0.43703)
H (1.29412, -1.70049, 0.34696)
O (0.77915, 0.15729, 0.89871)
H (-0.17018, 0.34058, 0.77578)
H (1.23739, 0.98910, 0.65613)
O (1.57316, 2.69234, 0.11567)
H (0.63521, 2.78882, -0.09650)
H (1.76334, 3.41340, 0.72975)
O (-2.22967, -2.06647, 0.90324)
H (-1.89828, -1.42415, 0.26128)
H (-3.10675, -2.30336, 0.57805)
O (-0.96070, -1.53848, -2.29825)
H (-0.51848, -2.33602, -2.60890)
H (-0.90455, -1.59853, -1.34120)
O (3.27442, 2.16562, -2.33531)
H (2.83449, 2.25581, -1.47819)
H (3.10730, 2.99929, -2.78562)
O (-1.67537, -0.63176, 3.17975)
H (-2.24288, -1.15850, 2.57549)
H (-0.84968, -0.50760, 2.69890)
O (-1.76846, 0.54140, -0.11966)
H (-2.01633, 0.83788, -1.00687)
H (-2.25859, 1.11901, 0.48367)

Atoms 1-3, force components in eV/Å:
O -0.2 0.0 -0.2
H 0.0 0.0 0.1
H 0.3 0.0 0.2



What did the fourth record say?
# H16O8

A 8-piece molecular cluster, H16O8 overall (the ωB97M-V functional and the def2-TZVPD basis, OMol25).

Its spin multiplicity is 1. For the energy above the lowest of the compared OMol25 structures with the same formula, charge and spin, the calculation gives 48.3 kcal per mole. The charge is 0. For the LUMO energy, the calculation gives -0.4 eV. The value obtained for the HOMO energy is -10.7 eV. The orbital gap comes out at 10.3 eV.

CARTESIAN COORDINATES (ANGSTROEM)
O (1.74642, -2.55883, 0.30417)
H (2.35490, -2.47634, -0.43703)
H (1.29412, -1.70049, 0.34696)
O (0.77915, 0.15729, 0.89871)
H (-0.17018, 0.34058, 0.77578)
H (1.23739, 0.98910, 0.65613)
O (1.57316, 2.69234, 0.11567)
H (0.63521, 2.78882, -0.09650)
H (1.76334, 3.41340, 0.72975)
O (-2.22967, -2.06647, 0.90324)
H (-1.89828, -1.42415, 0.26128)
H (-3.10675, -2.30336, 0.57805)
O (-0.96070, -1.53848, -2.29825)
H (-0.51848, -2.33602, -2.60890)
H (-0.90455, -1.59853, -1.34120)
O (3.27442, 2.16562, -2.33531)
H (2.83449, 2.25581, -1.47819)
H (3.10730, 2.99929, -2.78562)
O (-1.67537, -0.63176, 3.17975)
H (-2.24288, -1.15850, 2.57549)
H (-0.84968, -0.50760, 2.69890)
O (-1.76846, 0.54140, -0.11966)
H (-2.01633, 0.83788, -1.00687)
H (-2.25859, 1.11901, 0.48367)

Atoms 1-3, force components in eV/Å:
O -0.2 0.0 -0.2
H 0.0 0.0 0.1
H 0.3 0.0 0.2